# 1
The following is a quantum chemistry calculation of a molecular structure, CH6Si3 at a distorted geometry, from the Open Molecules 2025 dataset.

Geometry as XYZ:
```
10
Properties=species:S:1:pos:R:3:forces:R:3:lowdin_charge:R:1
C 1.1514 -0.9331 0.4224 -1.3547 0.9685 -1.0276 -0.646
Si -1.5318 0.8518 0.1239 1.4634 1.6694 1.0239 0.258
Si 0.9031 0.9049 -0.0023 -0.0320 -1.5516 0.8542 0.610
Si -0.8067 -1.3600 0.0970 0.7977 -1.3084 -1.1293 0.332
H 1.6743 -1.4398 -0.4246 0.2875 0.3377 1.0662 0.004
H 1.5367 -1.0628 1.4349 -0.2149 -0.5457 -0.2191 -0.005
H -1.4497 1.1439 1.5715 0.0299 -0.4840 0.6408 -0.147
H -1.8290 2.2809 0.0143 -0.6633 0.4093 -1.2229 -0.155
H 2.2985 1.3165 -0.3956 -0.4162 0.5002 -0.7859 -0.112
H -0.7177 -1.4255 -1.4753 0.1025 0.0047 0.7997 -0.138
```
Positions in Å, forces in eV/Å.

Computed properties:
Highest occupied orbital energy (spin up / spin down): -7.26 / -7.26 eV
Gap between HOMO and LUMO (spin up / spin down): 6.0 / 6.0 eV
ΔE to the lowest compared entry with this formula, charge and spin: 68.4 kJ/mol


# 2
The following is a quantum chemistry calculation of 2 unconnected molecules or ions with the total composition CH7BrN3 at a distorted geometry, from the Open Molecules 2025 dataset.

Geometry as XYZ:
```
12
Properties=species:S:1:pos:R:3:forces:R:3:lowdin_charge:R:1
C -1.6141 -0.6677 0.1667 -1.9284 -3.9344 1.4980 -0.273
N -0.3655 -0.5849 0.4522 1.2566 0.8972 0.7759 0.017
N -2.4177 -1.5784 0.9363 2.1791 1.6001 -0.3032 -0.493
N 1.4203 0.9064 -0.7033 -2.2108 -1.5753 3.0546 0.237
Br -4.1373 -2.1181 0.4385 0.9399 0.3247 0.3763 0.733
H -2.1359 -0.3070 -0.7499 0.7846 0.0692 0.7819 0.133
H -0.0264 -0.9292 1.3932 -1.0311 0.0359 -1.4394 0.123
H 0.7915 -0.0124 -0.2620 -0.7086 0.4731 -0.8176 0.105
H -1.8780 -2.0485 1.7326 -1.6795 0.6135 -1.5913 0.120
H 1.3502 1.3946 0.1644 0.2130 0.9466 0.8664 0.115
H 0.9151 1.4470 -1.3259 -1.1645 1.0443 -2.0227 0.098
H 2.3477 0.8424 -0.8990 3.3495 -0.4948 -1.1790 0.085
```
Positions in Å, forces in eV/Å.

Computed properties:
Highest occupied orbital energy: -13.11 eV
Gap between HOMO and LUMO: 9.6 eV
Total charge: +1
ΔE to the lowest compared entry with this formula, charge and spin: 135.9 kJ/mol


# 3
The following is a quantum chemistry calculation of 2 unconnected molecules or ions with the total composition CH7I2N5 at a distorted geometry, from the Open Molecules 2025 dataset.

Geometry as XYZ:
```
15
Properties=species:S:1:pos:R:3:forces:R:3:lowdin_charge:R:1
C -0.1098 -0.4552 -0.1141 2.5753 -0.4068 -2.7216 -0.487
N 0.9691 -0.5784 -0.7681 -0.4811 -1.0025 -0.4964 0.083
N 0.0012 -0.2696 1.2781 1.0488 1.6150 1.2456 0.279
N -1.3446 -0.3548 -0.5626 -1.5580 0.0079 -2.1439 0.000
N -2.2861 -0.0169 0.3536 -4.1634 -0.0853 2.2193 0.003
N 2.7367 0.9489 -0.4655 0.2282 0.0386 1.0531 -1.287
I 4.0734 -0.1655 -1.2419 0.7910 -0.5328 -0.4819 1.143
I 2.6572 2.8401 -0.7395 -0.0689 1.0829 -0.3588 1.094
H -0.8525 0.3241 1.3570 -0.5059 0.4121 1.4829 0.150
H -0.0775 -1.0840 1.8530 -0.4880 -1.0595 0.4080 0.183
H -1.6270 -0.3460 -1.5612 0.8330 -0.3248 0.9366 0.207
H -3.1160 0.5909 0.0156 2.1744 -1.1826 0.3976 0.184
H -2.7166 -0.8852 0.8001 0.3754 1.4279 -0.9593 0.160
H 0.9181 0.1552 1.5589 -0.8925 -0.0752 -0.6195 0.199
H 0.7745 -0.7036 -1.7634 0.1320 0.0851 0.0383 0.089
```
Positions in Å, forces in eV/Å.

Computed properties:
Highest occupied orbital energy (spin up / spin down): -16.86 / -16.83 eV
Gap between HOMO and LUMO (spin up / spin down): 6.2 / 6.2 eV
Total charge: +2
ΔE to the lowest compared entry with this formula, charge and spin: 76.7 kJ/mol


# 4
The following is a quantum chemistry calculation of 2 unconnected molecules or ions with the total composition CH7N2 at a distorted geometry, from the Open Molecules 2025 dataset.

Geometry as XYZ:
```
10
Properties=species:S:1:pos:R:3:forces:R:3:lowdin_charge:R:1
N 0.8712 1.1837 -0.5527 0.5836 0.6719 -0.5557 0.317
H 1.5076 0.6917 -1.1964 0.2095 0.1761 0.1850 0.175
H 0.3523 1.8532 -1.1423 -0.8344 -0.6479 -0.0026 0.180
H 1.4011 1.8701 0.0144 0.1948 -0.8172 0.4739 0.186
H 0.3408 0.4400 0.0057 0.8656 2.1859 -0.7509 0.069
C -1.2584 -1.1283 0.3539 0.8263 1.5516 0.2606 0.219
N -0.0676 -0.9367 0.7119 -2.3059 -3.1914 0.9170 0.270
H -1.8663 -1.8536 0.9350 -0.1366 -0.1232 -0.0414 0.201
H -1.7194 -0.4202 -0.3492 -0.4518 -0.5195 -0.3112 0.168
H 0.4388 -1.6998 1.2197 1.0489 0.7137 -0.1747 0.216
```
Positions in Å, forces in eV/Å.

Computed properties:
Highest occupied orbital energy (spin up / spin down): -24.64 / -25.54 eV
Gap between HOMO and LUMO (spin up / spin down): 13.4 / 9.8 eV
Total charge: +2
2S+1: 2
ΔE to the lowest compared entry with this formula, charge and spin: 2.3 kJ/mol


# 5
The following is a quantum chemistry calculation of 2 unconnected molecules or ions with the total composition CH7N2O at a distorted geometry, from the Open Molecules 2025 dataset.

Geometry as XYZ:
```
11
Properties=species:S:1:pos:R:3:forces:R:3:lowdin_charge:R:1
N 0.0453 -2.1466 0.3622 0.2174 -0.0256 -0.3782 -0.042
H 0.9971 -2.2145 0.7097 0.0318 -0.0841 0.0443 -0.019
H -0.4943 -1.8530 1.1675 -0.0726 0.1176 0.0088 -0.031
H 0.0807 -1.3171 -0.2881 -0.1223 -0.4863 0.5784 -0.047
N -0.0030 0.3455 -0.9590 0.1632 1.0614 -0.0352 -0.074
C -0.0834 1.2879 0.2876 -0.6261 0.2059 -0.2559 -0.628
O 0.9777 2.0516 0.3839 0.2968 -0.2321 0.1875 -0.338
H 0.6906 0.9105 -1.4540 0.0232 -0.3534 -0.1940 0.039
H -0.8620 0.4611 -1.4922 -0.0829 -0.0206 -0.0434 0.029
H -0.3167 0.5832 1.1240 0.2773 0.0402 0.1778 0.053
H -1.0320 1.8914 0.1583 -0.1058 -0.2231 -0.0900 0.059
```
Positions in Å, forces in eV/Å.

Computed properties:
Highest occupied orbital energy: -2.60 eV
Gap between HOMO and LUMO: 7.4 eV
Total charge: -1
ΔE to the lowest compared entry with this formula, charge and spin: 39.0 kJ/mol


# 6
The following is a quantum chemistry calculation of 2 unconnected molecules or ions with the total composition CH7N2O at a distorted geometry, from the Open Molecules 2025 dataset.

Geometry as XYZ:
```
11
Properties=species:S:1:pos:R:3:forces:R:3:lowdin_charge:R:1
N 0.1048 0.2270 0.2458 -1.3079 -1.3275 0.0404 0.211
C -0.0928 0.8275 -0.8826 0.7346 1.8780 -0.1633 -0.141
N 0.4991 1.9982 -1.1244 0.2308 -0.4417 0.6704 0.172
H 0.6255 0.5757 1.0200 0.7530 0.7072 0.1046 0.141
H -0.3454 -0.6559 0.4983 -0.3006 -0.1886 -0.3125 0.088
H -0.8107 0.5375 -1.6328 0.1399 -0.9801 -0.0354 0.166
H 0.7996 2.3168 -2.0366 -0.6130 -0.0379 -0.0216 0.142
H 1.0066 2.3726 -0.3357 0.3505 0.2780 -0.2772 0.129
H -0.1239 -2.6306 2.0039 0.4137 0.2487 0.4386 0.060
H -1.0682 -3.1962 1.0325 -0.2270 0.2708 -0.4343 0.074
O -0.5946 -2.3727 1.2116 -0.1741 -0.4069 -0.0097 -0.042
```
Positions in Å, forces in eV/Å.

Computed properties:
Highest occupied orbital energy: -15.91 eV
Gap between HOMO and LUMO: 12.0 eV
Total charge: +1
ΔE to the lowest compared entry with this formula, charge and spin: 39.4 kJ/mol


# 7
The following is a quantum chemistry calculation of CH7N2P in the gas phase at a distorted geometry, from the Open Molecules 2025 dataset.

Geometry as XYZ:
```
11
Properties=species:S:1:pos:R:3:forces:R:3:lowdin_charge:R:1
C -1.7776 1.4642 -0.5957 0.2044 -1.1698 -2.6051 -0.336
N 1.6176 -1.2266 0.7421 0.4564 -1.9184 1.0759 -0.153
N 1.0338 -1.0052 -0.4815 -0.6091 2.9667 -2.2016 -0.345
P -0.6038 0.1480 -0.1778 -0.3156 -0.1669 -1.0518 0.827
H -2.4570 1.4064 -1.5616 0.9300 -0.7840 2.1317 0.001
H -1.2524 2.3897 -0.8729 0.4906 -0.1395 0.6842 -0.058
H 1.3304 -2.1234 1.1211 0.0548 -0.2911 -0.5394 0.067
H 1.4338 -0.6404 1.5272 -0.2484 1.6359 0.3170 0.030
H 1.6959 -0.3142 -0.9771 -1.3766 -1.4082 0.6975 0.069
H -1.2033 -0.8598 0.5812 -0.2872 0.0052 -0.1475 -0.028
H 0.1826 0.7613 0.6948 0.7006 1.2700 1.6391 -0.073
```
Positions in Å, forces in eV/Å.

Computed properties:
Highest occupied orbital energy: -8.06 eV
Gap between HOMO and LUMO: 8.2 eV
ΔE to the lowest compared entry with this formula, charge and spin: 345.7 kJ/mol
SMILES: C=[PH2]NN


# 8
The following is a quantum chemistry calculation of 2 unconnected molecules or ions with the total composition CH7N2S at a distorted geometry, from the Open Molecules 2025 dataset.

Geometry as XYZ:
```
11
Properties=species:S:1:pos:R:3:forces:R:3:lowdin_charge:R:1
S -2.8322 -0.9406 -0.2161 0.0516 0.0436 -0.0509 -0.262
H -3.0148 -2.2705 -0.3061 0.0605 0.0652 0.0199 -0.473
N 0.6744 -0.6768 -0.8782 -2.7949 2.5849 -0.0466 -0.032
C 1.0264 0.5588 -0.1327 1.7746 0.9824 -0.8148 -0.404
N 0.4702 0.8905 1.2339 1.4856 1.6125 -1.1028 -0.037
H -0.4205 -0.7386 -0.9745 2.1881 0.2162 0.2553 -0.022
H 0.9010 -1.4879 -0.3811 0.5473 -1.2687 1.1677 0.010
H 0.9946 1.4335 -0.8524 -1.0273 -0.8175 0.5081 0.092
H 2.1096 0.6142 0.0331 0.1730 -0.8297 -0.0300 0.070
H -0.4764 0.6476 1.1186 -1.9126 0.0126 0.4362 -0.028
H 0.5676 1.9698 1.3555 -0.5459 -2.6015 -0.3421 0.087
```
Positions in Å, forces in eV/Å.

Computed properties:
Highest occupied orbital energy: -2.87 eV
Gap between HOMO and LUMO: 7.0 eV
Total charge: -1
ΔE to the lowest compared entry with this formula, charge and spin: 73.2 kJ/mol